(1)
{
  "formula": "C2H10NO2S",
  "method": "ωB97M-V/def2-TZVPD",
  "species": ["S", "O", "O", "N", "C", "C", "H", "H", "H", "H", "H", "H", "H", "H", "H", "H"],
  "xyz": [[0.28, -3.06, -1.36], [2.01, 1.76, 3.51], [1.61, 2.28, 0.71], [-0.37, 0.14, -1.32], [-1.38, -0.82, -0.85], [-1.35, -2.23, -1.45], [2.02, 2.72, 3.13], [-1.79, -2.07, -2.43], [-1.25, -1.00, 0.16], [0.02, -0.05, -2.18], [-2.17, -2.93, -0.92], [-2.34, -0.32, -1.05], [1.22, 2.16, -0.27], [2.05, 1.45, 1.10], [0.37, 0.27, -0.57], [1.06, 1.69, 3.80]],
  "nbo_charge": [-0.715, -0.951, -1.010, -0.871, -0.233, -0.533, 0.481, 0.154, 0.177, 0.362, 0.166, 0.146, 0.503, 0.503, 0.350, 0.472],
  "e_homo_ev": -2.3867,
  "lumo_energy_ev": 3.1,
  "orbital_gap_ha": 0.20037,
  "largest_force_ev_per_a": 4.34,
  "total_charge": -1,
  "e_above_lowest_kj_mol": 162.8
}

(2)
{
  "formula": "C29H22F2N2PPt",
  "method": "ωB97M-V/def2-TZVPD",
  "species": ["Pt", "P", "F", "F", "N", "N", "C", "C", "C", "C", "C", "C", "C", "C", "C", "C", "C", "C", "C", "C", "C", "C", "C", "C", "C", "C", "C", "C", "C", "C", "C", "C", "C", "C", "C", "H", "H", "H", "H", "H", "H", "H", "H", "H", "H", "H", "H", "H", "H", "H", "H", "H", "H", "H", "H", "H", "H"],
  "xyz": [[0.53, -0.26, -1.73], [0.50, -0.91, 0.37], [-4.48, -1.96, -1.25], [-3.90, 2.56, -2.16], [2.69, -0.60, -1.61], [0.30, 1.87, -2.38], [-1.38, -3.94, 2.42], [4.53, -0.45, 0.03], [-2.30, -1.16, -1.54], [0.40, 1.46, 1.81], [-1.44, -0.09, -1.80], [-1.96, 1.19, -2.05], [-3.34, 1.35, -1.97], [1.02, 4.10, -2.84], [-3.66, -0.93, -1.51], [2.72, -0.86, 2.10], [2.26, -0.79, 0.79], [-0.07, -2.52, 0.98], [-0.31, 4.51, -2.87], [-0.88, -5.06, 1.77], [-1.32, 3.59, -2.63], [4.97, -0.50, 1.35], [-1.00, 2.27, -2.36], [3.18, -0.60, -0.24], [-0.24, 2.55, 2.38], [-0.97, -2.67, 2.03], [-2.37, 1.52, 1.96], [4.07, -0.71, 2.38], [-4.21, 0.32, -1.69], [1.26, 2.76, -2.60], [-1.73, 0.43, 1.38], [-1.63, 2.58, 2.46], [0.43, -3.65, 0.33], [0.04, -4.91, 0.73], [-0.34, 0.39, 1.32], [-1.35, -1.80, 2.56], [-5.28, 0.48, -1.65], [1.83, 4.78, -3.01], [-0.55, 5.54, -3.07], [3.29, -0.03, -2.21], [0.43, -5.79, 0.23], [2.02, -1.02, 2.91], [-1.93, -2.16, -1.35], [-2.13, 3.43, 2.90], [-2.08, -4.05, 3.23], [5.24, -0.32, -0.77], [1.48, 1.46, 1.76], [1.13, -3.54, -0.49], [-2.35, 3.91, -2.66], [6.02, -0.38, 1.57], [-3.45, 1.54, 2.01], [2.28, 2.38, -2.58], [0.34, 3.37, 2.77], [-2.33, -0.37, 0.97], [-1.20, -6.04, 2.07], [4.42, -0.74, 3.41], [2.78, -1.55, -1.96]],
  "nbo_charge": [0.572, 1.148, -0.307, -0.317, -0.832, -0.521, -0.187, -0.227, -0.364, -0.195, -0.123, -0.176, 0.447, -0.257, 0.439, -0.102, -0.421, -0.421, -0.128, -0.177, -0.226, -0.163, 0.202, 0.145, -0.203, -0.196, -0.140, -0.218, -0.367, 0.075, -0.222, -0.198, -0.131, -0.217, -0.393, 0.230, 0.259, 0.238, 0.235, 0.403, 0.228, 0.223, 0.244, 0.228, 0.228, 0.225, 0.223, 0.204, 0.253, 0.234, 0.219, 0.193, 0.227, 0.231, 0.230, 0.235, 0.411],
  "e_homo_ev": -11.1584,
  "lumo_energy_ev": -3.2,
  "orbital_gap_ha": 0.29183,
  "largest_force_ev_per_a": 1.05,
  "total_charge": 1
}

(3)
{
  "formula": "C37H108N18O13",
  "method": "ωB97M-V/def2-TZVPD",
  "species": ["O", "O", "O", "O", "O", "O", "O", "O", "O", "O", "O", "O", "O", "N", "N", "N", "N", "N", "N", "N", "N", "N", "N", "N", "N", "N", "N", "N", "N", "N", "N", "C", "C", "C", "C", "C", "C", "C", "C", "C", "C", "C", "C", "C", "C", "C", "C", "C", "C", "C", "C", "C", "C", "C", "C", "C", "C", "C", "C", "C", "C", "C", "C", "C", "C", "C", "C", "C", "H", "H", "H", "H", "H", "H", "H", "H", "H", "H", "H", "H", "H", "H", "H", "H", "H", "H", "H", "H", "H", "H", "H", "H", "H", "H", "H", "H", "H", "H", "H", "H", "H", "H", "H", "H", "H", "H", "H", "H", "H", "H", "H", "H", "H", "H", "H", "H", "H", "H", "H", "H", "H", "H", "H", "H", "H", "H", "H", "H", "H", "H", "H", "H", "H", "H", "H", "H", "H", "H", "H", "H", "H", "H", "H", "H", "H", "H", "H", "H", "H", "H", "H", "H", "H", "H", "H", "H", "H", "H", "H", "H", "H", "H", "H", "H", "H", "H", "H", "H", "H", "H", "H", "H", "H", "H", "H", "H"],
  "xyz": [[2.22, -9.04, -0.79], [-0.09, 7.51, -10.76], [4.97, 0.25, -6.16], [-1.63, -2.47, -8.77], [1.10, 2.82, -1.75], [-0.65, 5.88, 11.45], [6.16, 7.17, -5.42], [-7.05, 3.35, 2.74], [11.28, -2.48, -2.18], [11.92, -3.27, 6.05], [-9.88, 8.70, -6.77], [-6.79, -4.41, -2.93], [-2.24, -6.05, 8.51], [1.24, 6.39, 9.39], [10.72, -4.62, -1.63], [-0.07, 6.86, -8.62], [-7.04, 7.91, -6.67], [1.74, 6.90, -9.78], [6.32, 1.73, -7.09], [9.27, -3.53, -2.58], [-2.99, -5.68, 5.86], [6.19, 6.76, -3.25], [4.43, 2.34, -6.56], [5.62, -7.80, -1.50], [-8.66, 0.18, 2.03], [-1.33, -2.14, -6.63], [-9.79, -4.55, -2.89], [2.58, 2.80, 0.99], [7.94, 7.70, -4.20], [0.30, -1.94, -8.26], [10.21, -6.32, 5.66], [-7.17, 4.29, 3.77], [1.93, -8.14, 0.24], [-2.49, -4.72, 8.07], [-7.73, 1.21, 1.69], [0.46, 7.19, -9.75], [-2.00, -3.38, 5.82], [0.04, 3.56, -1.13], [-8.00, 2.27, 2.87], [-2.40, -6.26, 9.89], [9.95, -4.28, 4.45], [-7.64, -5.48, -2.47], [-1.99, -4.76, 6.55], [3.93, 0.90, 0.30], [5.22, 1.32, -6.66], [-8.24, 7.18, -6.09], [-9.52, 7.35, -6.88], [-0.74, 5.17, 10.19], [-0.12, 6.09, 9.12], [6.78, 7.21, -4.38], [10.93, -5.15, 5.26], [13.32, -3.05, 5.56], [-1.42, 5.13, 12.39], [-5.83, -3.93, -2.06], [10.50, -3.42, -2.12], [2.95, 2.00, -0.20], [4.17, -7.61, -1.41], [-0.18, 5.45, 7.71], [-9.06, -6.00, -4.66], [-8.30, 7.60, -4.57], [3.68, -7.24, -2.84], [11.35, -4.51, 6.52], [-8.09, 1.63, 0.28], [-9.05, -5.72, -3.12], [-0.92, -2.17, -7.85], [1.69, 1.68, -1.08], [-10.71, 9.11, -7.87], [3.59, -9.07, -1.09], [-9.28, 7.05, -7.90], [3.75, -9.73, -1.94], [-8.48, 8.66, -4.44], [-7.53, 2.54, 0.05], [-3.84, -5.16, 6.01], [8.36, 8.19, -4.97], [1.57, -7.15, -0.06], [0.43, 4.55, 7.68], [3.29, 2.87, 1.71], [-7.81, 1.84, 3.85], [3.87, -8.07, -3.52], [-9.06, 2.55, 2.84], [-9.08, 7.10, -3.99], [-3.04, -3.06, 5.76], [-11.29, 10.00, -7.65], [1.16, -8.58, 0.87], [-1.82, -5.56, 10.49], [6.75, 6.64, -2.42], [12.02, -5.15, 7.11], [-7.34, 7.38, -4.10], [2.35, 7.31, -10.47], [7.08, 1.06, -7.07], [4.68, 0.66, -0.46], [14.13, -3.39, 6.21], [10.47, -3.51, 3.88], [13.47, -3.51, 4.58], [3.88, -6.90, -0.64], [0.49, 4.38, -0.56], [-2.45, 4.92, 12.10], [8.96, -2.84, -3.25], [0.53, -1.96, -9.25], [-10.30, 6.63, -6.65], [-0.52, 7.09, 8.98], [1.63, 7.21, 8.97], [9.91, -5.22, -1.68], [-1.58, -3.50, 4.83], [-1.53, -2.53, 6.31], [-8.95, -0.18, 1.13], [-6.30, -3.77, -1.10], [-7.34, 8.33, -7.54], [-9.53, -6.53, -2.56], [-0.61, 3.87, -1.95], [-2.25, -2.52, -6.46], [5.90, -8.30, -0.67], [-7.74, 0.83, -0.38], [1.88, 0.86, -1.77], [-0.85, 4.24, 12.68], [-0.99, 6.55, -8.89], [9.84, -6.79, 4.85], [-6.68, 0.92, 1.70], [-5.05, -4.69, -1.90], [-7.91, -5.39, -1.42], [-3.55, -4.59, 8.28], [-0.11, 4.29, 10.32], [4.07, -9.65, -0.31], [-3.42, -6.06, 10.22], [2.82, -8.13, 0.88], [-0.69, 3.09, -0.46], [-1.29, 5.65, 13.34], [6.35, 2.70, -7.36], [-8.09, -0.58, 2.36], [-1.20, 5.12, 7.52], [0.11, 6.11, 6.89], [-3.12, -6.43, 6.52], [-8.66, -7.00, -4.83], [-7.04, 3.81, 4.74], [-8.15, 4.75, 3.65], [3.49, 2.59, -0.95], [4.68, 3.18, -7.06], [-1.88, -3.96, 8.57], [-7.81, 6.18, -6.15], [0.99, 1.09, -0.49], [4.57, 1.17, 1.13], [-6.93, -6.31, -2.58], [8.76, -4.40, -2.59], [2.14, 3.64, 0.65], [5.34, 6.20, -3.29], [9.53, -4.97, 3.71], [-10.02, 9.39, -8.67], [1.31, 6.67, 10.36], [11.60, -4.92, -1.24], [-10.64, -4.65, -3.43], [-6.80, 8.71, -6.10], [-9.14, 1.87, 0.15], [8.41, 7.60, -3.31], [11.79, -5.57, 4.74], [-2.16, -7.27, 10.22], [4.23, -6.39, -3.25], [0.31, 7.04, -7.70], [-9.38, -3.70, -3.25], [5.82, -8.42, -2.27], [-5.34, -3.05, -2.49], [-0.58, -2.11, -5.95], [10.85, -7.03, 5.99], [-1.77, 5.04, 9.86], [0.89, -1.66, -7.49], [2.11, 6.74, -8.85], [10.45, -4.43, 7.12], [13.57, -1.99, 5.52], [3.49, -0.04, 0.61], [2.60, -7.13, -2.84], [9.12, -3.79, 4.94], [-6.41, 5.08, 3.73], [-10.08, -6.09, -5.05], [-1.04, -5.29, 6.58], [3.59, 2.29, -6.00], [-11.28, 8.24, -8.19], [-8.58, -5.25, -5.29]],
  "lowdin_charge": [-0.185, 0.064, 0.037, 0.018, -0.187, -0.197, 0.019, -0.209, 0.029, -0.212, -0.189, -0.208, -0.224, 0.015, 0.140, 0.157, 0.025, 0.153, 0.173, 0.132, 0.023, 0.143, 0.154, 0.012, 0.020, 0.180, 0.012, 0.032, 0.176, 0.159, 0.010, -0.133, -0.127, -0.190, -0.438, -0.832, -0.064, -0.102, -0.162, -0.110, -0.037, -0.164, -0.354, -0.058, -0.857, -0.373, -0.244, -0.174, -0.462, -0.788, -0.490, -0.051, -0.116, -0.136, -0.747, -0.394, -0.395, -0.071, -0.060, -0.063, -0.057, -0.199, -0.074, -0.422, -0.821, -0.187, -0.079, -0.216, 0.117, 0.119, 0.068, 0.077, 0.048, 0.131, 0.092, 0.075, 0.061, 0.111, 0.072, 0.118, 0.069, 0.068, 0.087, 0.088, 0.082, 0.092, 0.123, 0.069, 0.116, 0.138, 0.069, 0.071, 0.074, 0.074, 0.119, 0.071, 0.090, 0.118, 0.126, 0.125, 0.133, 0.077, 0.101, 0.072, 0.068, 0.060, 0.084, 0.051, 0.135, 0.083, 0.127, 0.061, 0.081, 0.116, 0.082, 0.125, 0.066, 0.134, 0.081, 0.112, 0.122, 0.134, 0.114, 0.080, 0.089, 0.085, 0.085, 0.122, 0.076, 0.066, 0.073, 0.046, 0.066, 0.081, 0.086, 0.115, 0.108, 0.116, 0.118, 0.115, 0.064, 0.120, 0.103, 0.047, 0.108, 0.067, 0.084, 0.066, 0.122, 0.070, 0.050, 0.087, 0.119, 0.138, 0.089, 0.075, 0.118, 0.080, 0.065, 0.090, 0.110, 0.073, 0.123, 0.101, 0.099, 0.128, 0.077, 0.070, 0.077, 0.087, 0.085, 0.062, 0.127, 0.124, 0.084, 0.078],
  "e_homo_ev": -8.9987,
  "lumo_energy_ev": 0.1,
  "orbital_gap_ha": 0.33480,
  "largest_force_ev_per_a": 8.04,
  "e_above_lowest_kj_mol": 1181.3
}

(4)
{
  "formula": "C30H50N4OOs",
  "method": "ωB97M-V/def2-TZVPD",
  "species": ["Os", "O", "N", "N", "N", "N", "C", "C", "C", "C", "C", "C", "C", "C", "C", "C", "C", "C", "C", "C", "C", "C", "C", "C", "C", "C", "C", "C", "C", "C", "C", "C", "C", "C", "C", "C", "H", "H", "H", "H", "H", "H", "H", "H", "H", "H", "H", "H", "H", "H", "H", "H", "H", "H", "H", "H", "H", "H", "H", "H", "H", "H", "H", "H", "H", "H", "H", "H", "H", "H", "H", "H", "H", "H", "H", "H", "H", "H", "H", "H", "H", "H", "H", "H", "H", "H"],
  "xyz": [[0.97, -0.30, -0.20], [-0.30, -0.12, 1.25], [-2.90, 2.63, 0.78], [3.62, -0.87, 0.45], [2.49, -2.63, -0.30], [-3.98, 0.93, 0.14], [-1.63, 3.42, 1.00], [0.97, 0.34, -2.14], [4.46, -1.65, -0.29], [-0.05, -0.89, 2.40], [-2.73, -0.67, -1.22], [0.88, -3.14, -2.12], [1.28, -3.43, -0.68], [-0.64, 2.90, -0.01], [-5.27, -0.73, -1.07], [0.10, -3.00, 0.15], [-3.95, -0.49, -0.35], [1.81, 0.13, -4.42], [-0.32, 1.21, -4.01], [-2.03, 4.88, 0.81], [2.36, -1.43, 0.37], [0.55, 1.02, -6.38], [-0.92, 3.22, 2.34], [3.75, 0.57, 0.88], [1.57, -4.89, -0.42], [-4.71, 1.45, 1.21], [-3.30, 2.00, -0.36], [-4.01, 2.55, 1.63], [3.77, -2.70, -0.78], [0.67, 0.79, -4.91], [2.56, 0.97, 1.74], [3.66, 1.47, -0.34], [-0.19, 0.96, -2.65], [5.05, 0.74, 1.63], [-3.75, -1.49, 0.80], [2.00, -0.02, -3.05], [0.70, -1.70, 2.27], [0.27, 2.06, -6.61], [-2.42, 5.06, -0.20], [2.31, -5.32, -1.09], [0.50, -2.11, -2.18], [1.91, -5.03, 0.62], [1.69, -3.23, -2.84], [1.52, 0.80, -6.82], [2.94, -0.44, -2.71], [5.49, -1.40, -0.39], [-4.28, 3.30, 2.33], [-1.07, -1.28, 2.61], [2.54, -0.24, -5.15], [-0.46, 1.80, 0.07], [4.40, 1.24, -1.10], [-0.12, -1.86, 0.09], [-2.78, -1.30, 1.29], [-1.18, 5.56, 0.95], [5.94, 0.56, 1.02], [-0.01, 3.86, 2.34], [-2.79, 5.21, 1.52], [0.06, -3.82, -2.40], [-3.70, -2.51, 0.37], [-1.49, 3.51, 3.23], [2.59, 0.54, 2.74], [3.76, 2.51, -0.01], [-5.41, 0.02, -1.86], [-1.83, -0.62, -0.59], [4.09, -3.45, -1.48], [-0.99, 1.25, -1.98], [5.11, 1.77, 1.99], [-5.68, 1.12, 1.49], [0.30, -0.20, 3.19], [-0.99, 3.09, -1.03], [-0.81, -3.46, -0.25], [2.61, 2.07, 1.87], [-1.22, 1.72, -4.36], [1.53, 0.78, 1.26], [2.66, 1.35, -0.80], [0.64, -5.46, -0.54], [0.19, -3.33, 1.18], [-4.55, -1.46, 1.55], [5.09, 0.09, 2.51], [-0.19, 0.36, -6.84], [-2.66, 0.11, -1.97], [-6.12, -0.69, -0.38], [-5.25, -1.72, -1.53], [-2.73, -1.67, -1.68], [0.37, 3.29, 0.15], [-0.59, 2.17, 2.42]],
  "lowdin_spin": [2.100, 0.056, 0.001, 0.117, 0.109, 0.001, 0.002, 0.073, 0.099, 0.069, 0.009, 0.034, 0.010, 0.012, 0.001, 0.083, 0.001, 0.040, 0.009, 0.010, 0.046, 0.022, 0.030, 0.010, 0.051, 0.007, 0.002, 0.009, 0.108, -0.002, 0.089, 0.044, 0.015, 0.076, 0.009, 0.029, 0.012, 0.001, 0.001, 0.020, 0.009, 0.019, 0.022, 0.006, 0.014, 0.054, 0.004, 0.013, 0.036, 0.007, 0.021, 0.031, 0.001, 0.003, 0.019, 0.014, 0.002, 0.006, 0.001, 0.016, 0.031, 0.006, 0.000, 0.004, 0.068, 0.004, 0.014, 0.002, 0.034, 0.000, 0.003, 0.010, 0.001, 0.028, 0.017, 0.005, 0.011, 0.006, 0.030, 0.005, 0.000, 0.000, 0.000, 0.001, 0.001, 0.002],
  "e_homo_ev": [2.3293, -1.8287],
  "lumo_energy_ev": [3.9, 4.0],
  "s2": 6.0188,
  "orbital_gap_ha": [0.05684, 0.21416],
  "multiplicity": 5,
  "largest_force_ev_per_a": 5.69,
  "total_charge": -2
}

Number 1 is which compound? C2H10NO2S